Record 1
# C25H58BF4N8O8P

A cluster of 8 separate species, C25H58BF4N8O8P in total in a non-equilibrium geometry (ωB97M-V/def2-TZVPD, the OMol25 dataset).

XYZ file:
```
105
C25H58BF4N8O8P, DFT ωB97M-V/def2-TZVPD
C -2.6693 -0.7550 -3.8803
N -2.4832 0.6429 -4.2549
C -3.6630 1.1300 -4.9683
B -1.2597 0.8710 -4.9818
O -0.1187 1.2025 -4.2963
P -1.2379 0.7122 -6.9476
C 0.2345 -0.4595 -7.1206
F 1.3821 0.2034 -7.3369
F 0.3313 -1.1819 -5.9937
C 0.1043 -1.4608 -8.2750
F -1.1691 -1.8299 -8.4461
F 0.7817 -2.5635 -7.9871
H -3.0057 -1.3621 -4.7138
H -3.4396 -0.8187 -3.1296
H -1.7908 -1.1863 -3.4352
H -4.0169 0.4331 -5.7156
H -3.4586 2.0782 -5.4269
H -4.4597 1.2523 -4.2546
H 0.1757 0.4486 -3.7678
H -0.7032 1.8994 -7.4697
H 0.4480 -1.0286 -9.2015
C 5.1465 2.8493 -4.7257
O 5.9480 3.7690 -4.6970
N 3.8510 2.9773 -5.0175
C 2.9455 1.8400 -5.0351
C 3.3355 4.2997 -5.3254
H 5.4357 1.8065 -4.5085
H 2.5115 1.7256 -6.0264
H 2.1413 1.9838 -4.3177
H 3.4910 0.9335 -4.7810
H 3.8510 4.7168 -6.1907
H 3.4928 4.9740 -4.4831
H 2.2727 4.2258 -5.5360
C 0.5609 1.5315 -0.7734
O 0.5794 0.4587 -1.3613
N 1.6313 2.2399 -0.4044
C 1.5004 3.4938 0.3123
C 2.9736 1.7602 -0.7088
H -0.3898 2.0068 -0.4746
H 1.9552 4.3049 -0.2585
H 1.9963 3.4276 1.2808
H 0.4474 3.7189 0.4697
H 3.0956 1.6519 -1.7890
H 3.1343 0.7844 -0.2498
H 3.6990 2.4825 -0.3130
C 0.4168 0.1384 2.4544
O 1.1104 0.5158 3.3812
N -0.4747 -0.8620 2.5179
C -1.2552 -1.2646 1.3612
C -0.6529 -1.5582 3.7827
H 0.4662 0.5975 1.4567
H -2.3226 -1.1522 1.5646
H -1.0573 -2.3078 1.1099
H -0.9922 -0.6508 0.5025
H -0.9700 -0.8683 4.5628
H 0.2929 -2.0041 4.0950
H -1.4000 -2.3384 3.6635
C 6.2016 3.9038 -0.2532
O 5.2022 3.6712 0.4113
N 7.0332 4.9245 -0.0263
C 8.2022 5.1627 -0.8515
C 6.7442 5.8198 1.0816
H 6.5011 3.2839 -1.1074
H 9.1093 5.1203 -0.2442
H 8.1388 6.1438 -1.3237
H 8.2591 4.4104 -1.6313
H 6.7277 5.2681 2.0213
H 5.7678 6.2857 0.9483
H 7.5088 6.5896 1.1266
C -3.5024 -3.7113 -2.3896
O -2.8262 -3.1821 -1.5306
N -4.3419 -4.7382 -2.1747
C -5.1237 -5.3309 -3.2407
C -4.4594 -5.2626 -0.8240
H -3.4803 -3.3866 -3.4444
H -6.1907 -5.2443 -3.0270
H -4.8753 -6.3875 -3.3560
H -4.9133 -4.8200 -4.1770
H -4.7995 -4.4829 -0.1427
H -3.4925 -5.6191 -0.4701
H -5.1713 -6.0828 -0.8193
C -0.3281 -1.1150 7.9002
O -1.1708 -0.8841 7.0528
N 0.2068 -2.3241 8.1183
C 1.2119 -2.5505 9.1360
C -0.2491 -3.4401 7.3027
H 0.0666 -0.3348 8.5717
H 2.1319 -2.9287 8.6866
H 0.8557 -3.2766 9.8691
H 1.4325 -1.6171 9.6478
H -0.0532 -3.2418 6.2489
H -1.3223 -3.5882 7.4287
H 0.2770 -4.3409 7.6045
C -5.2899 -3.3560 7.4270
O -4.4169 -3.8235 8.1340
N -5.3465 -2.0759 7.0308
C -6.4081 -1.5794 6.1822
C -4.2966 -1.1658 7.4737
H -6.1266 -3.9650 7.0409
H -5.9991 -1.1856 5.2496
H -6.9589 -0.7817 6.6848
H -7.0994 -2.3856 5.9472
H -3.3254 -1.5182 7.1411
H -4.2839 -1.1168 8.5631
H -4.4772 -0.1748 7.0681
```

**Charge**: 0
**E**: -76002.43700 eV
**Orbital gap**: 9.14 eV
**LUMO energy**: 0.52 eV
**Spin multiplicity**: 1

Record 2
# C33H26AsBr2EuNO

A structure of composition C33H26AsBr2EuNO in a non-equilibrium geometry (ωB97M-V/def2-TZVPD, the OMol25 dataset).

XYZ file:
```
65
C33H26AsBr2EuNO, DFT ωB97M-V/def2-TZVPD
Eu 0.2426 1.1025 0.6217
C -1.1635 2.2382 2.5533
C 0.0700 2.9541 2.5828
C 1.1024 2.0025 2.8972
C 0.5050 0.7570 3.1792
C -0.8858 0.8957 2.9322
H -2.1260 2.6648 2.3825
H 0.2254 3.9712 2.2431
H 2.1414 2.2423 2.8990
H 1.0129 -0.1503 3.4442
H -1.6300 0.1224 3.0996
C -2.8252 0.5742 -1.3439
C -2.5589 2.0361 -1.2658
C -3.5662 2.9547 -1.7048
C -3.2772 4.3068 -1.5613
C -2.0225 4.7330 -0.9915
C -1.6920 6.0710 -0.6934
Br -3.0996 7.3700 -0.7451
C -0.4189 6.4368 -0.3068
C 0.5893 5.4518 -0.1320
Br 2.3411 6.0789 0.2425
C 0.2784 4.0758 -0.2316
O 1.1261 3.0990 -0.0018
C -1.0659 3.7404 -0.6130
N -1.4013 2.4194 -0.7536
H -3.1642 0.2905 -2.3295
H -3.5649 0.2960 -0.5849
H -1.9658 -0.0375 -1.0325
H -4.5061 2.6085 -2.1408
H -3.9866 5.0545 -1.8760
H -0.2324 7.4950 -0.1277
C -1.4082 -4.9360 -3.1811
C -2.3475 -4.2429 -2.4457
C -1.9223 -3.4456 -1.4219
C -0.5784 -3.2826 -1.1321
C 0.3711 -3.9136 -1.9269
C -0.0514 -4.7686 -2.9433
As -0.0086 -2.1754 0.2896
C 1.4672 -1.1714 -0.6193
C 2.4575 -0.6272 0.2105
C 3.3383 0.3479 -0.2432
C 3.1992 0.8182 -1.5689
C 2.2974 0.2285 -2.4448
C 1.4275 -0.7393 -1.9552
C 0.9644 -3.2491 1.4787
C 2.2341 -3.7647 1.1300
C 2.9261 -4.5134 2.0403
C 2.4016 -4.6750 3.3253
C 1.1281 -4.2204 3.6891
C 0.4520 -3.4698 2.7359
H -1.7136 -5.5670 -3.9828
H -3.3941 -4.3389 -2.6960
H -2.5993 -2.8436 -0.8687
H 1.4197 -3.7167 -1.8087
H 0.6309 -5.2922 -3.6108
H 2.5404 -0.9642 1.2720
H 4.0826 0.7949 0.3918
H 3.8164 1.6677 -1.9451
H 2.1711 0.6102 -3.4751
H 0.6078 -1.1114 -2.5534
H 2.5704 -3.6246 0.1268
H 3.8480 -4.9805 1.7878
H 3.0053 -5.2567 4.0397
H 0.7221 -4.4135 4.6577
H -0.5373 -3.0184 3.0065
```

**Energy relative to the best compared isomer or geometry (same formula, charge and spin)**: 0.00 kcal per mole
**Charge**: +1
**E**: -258427.74926 eV
**Orbital gap (spin up / spin down)**: 5.86 / 7.27 eV
**LUMO energy (spin up / spin down)**: -4.33 / -2.95 eV
**Spin multiplicity**: 7

Record 3
# C16H17F3N4O2

The molecule C16H17F3N4O2 (ωB97M-V/def2-TZVPD, the OMol25 dataset).

XYZ file:
```
42
C16H17F3N4O2, DFT ωB97M-V/def2-TZVPD
N -1.2787 0.1309 7.2605
C -0.1540 0.0487 6.5112
O 0.8505 0.6608 6.7878
C -0.2849 -0.8493 5.2857
C -0.8026 -0.0112 4.1112
C -0.8361 -0.8547 2.8413
N 0.4982 -1.3445 2.5343
C 0.5522 -1.9615 1.2237
C 0.5334 -0.9086 0.1516
N 0.0374 -1.1670 -1.0033
C 0.0813 -0.1798 -1.9538
C -0.4441 -0.4490 -3.2233
C -0.4093 0.5302 -4.1923
C 0.1354 1.7929 -3.9371
C 0.6514 2.0659 -2.6917
C 0.6308 1.0902 -1.6944
C 1.1746 1.3759 -0.3624
O 1.6541 2.4234 0.0059
N 1.0872 0.2848 0.4916
H 1.4185 0.3835 1.4484
H 1.0799 3.0283 -2.4579
H 0.1472 2.5371 -4.7181
C -0.9806 0.2731 -5.5596
F -2.1006 0.9897 -5.7779
F -1.3068 -1.0080 -5.7703
F -0.1269 0.6158 -6.5402
H -0.8628 -1.4235 -3.4162
H 1.4968 -2.5081 1.1313
H -0.2646 -2.6751 1.0330
C 0.9778 -2.2123 3.5963
C 1.0735 -1.4335 4.9031
H 1.7829 -0.6127 4.7949
H 1.4360 -2.0905 5.6947
H 0.3132 -3.0845 3.7315
H 1.9687 -2.5806 3.3196
H -1.5446 -1.6932 2.9706
H -1.1877 -0.2470 2.0036
H -0.1334 0.8378 3.9637
H -1.8027 0.3724 4.3214
H -0.9929 -1.6584 5.4958
H -2.1220 -0.3614 7.0286
H -1.2810 0.7377 8.0638
```

**Energy relative to the best compared isomer or geometry (same formula, charge and spin)**: 0.00 kcal per mole
**Charge**: 0
**E**: -35078.58540 eV
**Orbital gap**: 9.17 eV
**LUMO energy**: 0.18 eV
**Spin multiplicity**: 1

Record 4
# C4H12NO

A cluster of 2 separate species, C4H12NO in total in a non-equilibrium geometry (ωB97M-V/def2-TZVPD, the OMol25 dataset).

XYZ file:
```
18
C4H12NO, DFT ωB97M-V/def2-TZVPD
C -0.3710 0.4951 -1.1981
C 1.0911 0.5593 -1.6919
C 2.1771 0.2574 -0.6545
C 2.6642 0.9642 0.3083
N -0.3646 0.9444 0.2940
H -0.6070 -0.5902 -1.2030
H -1.0445 1.2597 -1.8014
H 1.2516 1.7504 -1.8864
H 1.1688 -0.0655 -2.5931
H 2.4412 -0.8586 -0.6652
H 2.2728 1.8576 0.7443
H 3.6440 0.5101 0.7115
H -0.2009 2.1257 0.2098
H -3.9630 -3.1223 3.1586
H -1.2703 0.9292 0.7708
H 0.4868 0.4909 0.7151
H -5.0161 -4.1068 2.5776
O -4.3602 -3.4005 2.2034
```

**Energy relative to the best compared isomer or geometry (same formula, charge and spin)**: 82.14 kcal per mole
**Charge**: +1
**E**: -7870.72892 eV
**Orbital gap**: 9.66 eV
**LUMO energy**: -3.95 eV
**Spin multiplicity**: 1

Record 5
# C26H33N3O3

The molecule C26H33N3O3 (ωB97M-V/def2-TZVPD, the OMol25 dataset).

XYZ file:
```
65
C26H33N3O3, DFT ωB97M-V/def2-TZVPD
C -2.3687 -1.3185 4.7304
H -2.5607 -2.3804 4.5596
H -3.3118 -0.7753 4.6451
H -1.9208 -1.1687 5.7101
O -1.4332 -0.8293 3.7860
C -1.8906 -0.7389 2.5115
O -3.0320 -1.0465 2.2397
C -0.8543 -0.2871 1.5943
C -0.9839 -0.2818 0.2384
N 0.1066 0.0029 -0.5532
C 1.4018 -0.1107 -0.0629
N 2.3711 -0.0290 -0.8921
C 3.7453 -0.0585 -0.4639
H 3.8778 0.4583 0.5021
C 4.6448 0.6370 -1.4938
H 4.1563 1.5608 -1.8113
C 5.0029 -0.1995 -2.7242
H 5.3399 -1.1895 -2.4097
H 5.8316 0.2905 -3.2404
C 3.8587 -0.3728 -3.7292
O 2.8795 -1.2798 -3.3112
H 2.5433 -0.9534 -2.4533
H 4.2581 -0.7732 -4.6662
H 3.4119 0.6122 -3.9419
H 5.5745 0.9071 -0.9869
H 4.0765 -1.0970 -0.3316
N 1.4988 -0.3703 1.2761
H 2.4390 -0.3606 1.6427
C 0.4742 0.1461 2.1643
H 0.6260 -0.2998 3.1502
C 0.6014 1.6803 2.2701
H 0.4717 2.1086 1.2742
H 1.6221 1.9088 2.5939
C -0.3709 2.3274 3.2556
C -1.8211 2.2699 2.8557
C -2.7843 1.9585 3.8067
C -4.1253 1.9039 3.4719
C -4.5270 2.1692 2.1756
C -3.5800 2.5101 1.2262
C -2.2408 2.5672 1.5650
H -1.5177 2.8458 0.8119
H -3.8885 2.7368 0.2155
H -5.5711 2.1144 1.9073
H -4.8585 1.6498 4.2239
H -2.4764 1.7513 4.8223
H -0.2527 1.8506 4.2310
H -0.0872 3.3800 3.3664
C -0.0426 0.2186 -1.9783
C -0.2143 -1.0393 -2.7986
C 0.1435 -2.2883 -2.3118
C -0.0044 -3.4147 -3.1006
C -0.5072 -3.3056 -4.3846
C -0.8648 -2.0625 -4.8774
C -0.7213 -0.9371 -4.0876
H -0.9996 0.0328 -4.4755
H -1.2558 -1.9689 -5.8800
H -0.6177 -4.1852 -5.0011
H 0.2794 -4.3809 -2.7109
H 0.5394 -2.3857 -1.3118
H -0.8885 0.8903 -2.1471
H 0.8711 0.7229 -2.3071
C -2.2714 -0.5414 -0.4666
H -2.1296 -1.2055 -1.3156
H -2.6904 0.3986 -0.8252
H -2.9823 -0.9747 0.2285
```

**Energy relative to the best compared isomer or geometry (same formula, charge and spin)**: 30.55 kcal per mole
**Charge**: 0
**E**: -38111.14327 eV
**Orbital gap**: 8.73 eV
**LUMO energy**: 0.63 eV
**Spin multiplicity**: 1

Record 6
# C5H10N2O

The molecule C5H10N2O in a non-equilibrium geometry (ωB97M-V/def2-TZVPD, the OMol25 dataset).

XYZ file:
```
18
C5H10N2O, DFT ωB97M-V/def2-TZVPD
C -1.0013 0.8707 0.8312
C 0.0493 1.2606 0.0122
C 0.1514 -1.3603 -1.1275
C 1.3842 0.5822 -0.2184
C 1.1973 -0.3124 -1.4062
N -0.6829 -0.2682 1.4982
N -1.6507 -0.7041 2.1865
O -2.0883 1.7123 1.0960
H 0.1632 2.1677 -0.6130
H 0.0969 -1.9243 -0.1617
H 0.0940 -2.1719 -1.8007
H -0.7652 -0.7802 -1.0699
H 2.1513 1.3520 -0.5479
H 1.7329 0.0615 0.6341
H 0.7061 0.1616 -2.2274
H 2.2264 -0.7170 -1.7349
H -1.2765 -1.5346 2.7240
H -2.4881 1.6041 1.9254
```

**Energy relative to the best compared isomer or geometry (same formula, charge and spin)**: 84.23 kcal per mole
**Charge**: 0
**E**: -10371.65252 eV
**Orbital gap**: 8.74 eV
**LUMO energy**: -0.08 eV
**Spin multiplicity**: 1

Record 7
# C54H65F4N5O5

A cluster of 14 separate species, C54H65F4N5O5 in total in a non-equilibrium geometry (ωB97M-V/def2-TZVPD, the OMol25 dataset).

XYZ file:
```
133
C54H65F4N5O5, DFT ωB97M-V/def2-TZVPD
N 4.2267 -3.2561 -5.3795
C 4.4448 -1.9856 -5.7762
C 3.5647 -1.2900 -6.6283
C 2.4328 -1.8942 -7.1431
C 2.2006 -3.2090 -6.7740
C 3.1146 -3.8329 -5.9362
H 5.3313 -1.5101 -5.3832
H 3.8486 -0.3293 -7.0320
H 1.8058 -1.4105 -7.8774
H 1.3776 -3.7799 -7.1779
H 3.0670 -4.8891 -5.7158
N -7.3816 -2.4129 -4.4342
C -8.1029 -1.8895 -5.4358
C -8.1394 -0.5071 -5.6555
C -7.5925 0.3383 -4.6984
C -7.0038 -0.1825 -3.5507
C -6.8589 -1.5355 -3.4602
H -8.4909 -2.5835 -6.1668
H -8.6363 -0.0892 -6.5186
H -7.6437 1.4145 -4.7720
H -6.6891 0.5045 -2.7790
H -6.4344 -1.9664 -2.5655
N 8.4593 -0.0150 -1.1183
C 9.4096 0.6977 -0.4617
C 9.3878 0.8845 0.8922
C 8.3274 0.3985 1.6747
C 7.3603 -0.3124 0.9828
C 7.4737 -0.5689 -0.3791
H 10.0977 1.2606 -1.0750
H 10.2145 1.3791 1.3805
H 8.3348 0.5007 2.7499
H 6.5825 -0.7667 1.5787
H 6.6501 -1.0273 -0.9063
N -3.0480 3.3018 -7.2501
C -2.6264 4.2531 -8.0514
C -2.0888 4.0364 -9.3619
C -1.8814 2.7227 -9.7670
C -2.2790 1.6954 -8.9250
C -2.8721 1.9874 -7.6860
H -2.6258 5.2522 -7.6413
H -1.7368 4.8111 -10.0270
H -1.3272 2.4801 -10.6617
H -2.1890 0.6589 -9.2148
H -3.0392 1.1262 -7.0561
N -4.2148 2.6686 10.2785
C -4.1744 2.7905 8.8916
C -3.8949 1.7033 8.0675
C -3.5384 0.4632 8.6263
C -3.4920 0.3725 9.9943
C -3.8268 1.4428 10.8258
H -4.4324 3.7646 8.5030
H -3.8517 1.9606 7.0195
H -3.4304 -0.3792 7.9591
H -3.2917 -0.5943 10.4322
H -3.7874 1.2643 11.8902
C -5.4045 6.2162 -3.8398
O -4.7421 5.0372 -3.2966
H -4.6275 6.8836 -4.2126
H -6.1487 5.9695 -4.5970
H -5.9428 6.7427 -3.0517
H -4.4151 4.5497 -4.0562
C -0.1965 6.3033 -0.9338
O -1.4342 5.9186 -0.3955
H 0.1993 7.0443 -0.2393
H 0.4441 5.4277 -1.0389
H -0.2829 6.7887 -1.9059
H -1.9704 5.5764 -1.1145
C 3.8256 0.1879 6.6397
O 3.8948 -1.0846 6.0543
H 3.3609 0.9207 5.9800
H 3.3188 0.1107 7.6016
H 4.8283 0.4436 6.9822
H 3.6784 -1.7773 6.6828
C -6.1846 3.8532 2.1530
O -6.8367 4.5423 3.2384
H -5.1127 3.9154 2.3406
H -6.4753 2.8060 2.0701
H -6.3117 4.2264 1.1368
H -7.7814 4.6735 3.1288
C 0.9759 -3.7147 8.2902
O 2.3424 -4.0645 8.4178
H 0.7659 -3.7081 7.2207
H 0.2721 -4.4157 8.7391
H 0.7470 -2.7345 8.7084
H 2.6132 -3.8636 9.3166
F 7.2576 -5.7809 1.5554
C 5.8782 -5.8667 1.4843
C 5.1727 -5.9626 0.2650
C 3.7881 -6.0829 0.3074
C 3.0887 -5.9866 1.5071
C 3.7749 -5.8268 2.7171
C 5.1600 -5.8366 2.6882
H 5.7306 -6.1047 -0.6488
H 3.2226 -6.1998 -0.6052
H 2.0160 -5.8630 1.4881
H 3.2789 -5.8553 3.6760
H 5.6493 -5.7495 3.6471
F -1.6981 0.0503 2.4843
C -0.9154 -0.1069 1.3503
C 0.2142 -0.9208 1.3223
C 0.8770 -1.0568 0.1142
C 0.4924 -0.3629 -1.0101
C -0.5926 0.4730 -0.9997
C -1.3686 0.5421 0.1337
H 0.5592 -1.4606 2.1918
H 1.7173 -1.7348 0.1389
H 0.9721 -0.4646 -1.9723
H -0.9570 1.0050 -1.8660
H -2.2835 1.1145 0.0915
F -3.0989 -8.5528 6.1409
C -3.3761 -7.2807 5.7243
C -4.3096 -6.4463 6.3039
C -4.5984 -5.1379 5.7910
C -3.7761 -4.7198 4.7247
C -2.8132 -5.5360 4.1520
C -2.5737 -6.7906 4.6949
H -4.9174 -6.8005 7.1234
H -5.2960 -4.4888 6.2992
H -3.8671 -3.7697 4.2193
H -2.2246 -5.1182 3.3486
H -1.8012 -7.4724 4.3712
F 2.6113 3.4177 -4.8238
C 3.6835 4.1710 -4.5411
C 4.5192 3.7899 -3.5003
C 5.6336 4.5906 -3.1918
C 5.9051 5.7256 -3.8703
C 5.0896 6.1464 -4.9367
C 3.9424 5.3683 -5.1927
H 4.1781 3.0143 -2.8307
H 6.2772 4.3557 -2.3569
H 6.7667 6.2878 -3.5415
H 5.2971 7.0356 -5.5134
H 3.2250 5.5573 -5.9775
```

**Energy relative to the best compared isomer or geometry (same formula, charge and spin)**: 115.72 kcal per mole
**Charge**: 0
**E**: -85603.22064 eV
**Orbital gap**: 9.32 eV
**LUMO energy**: 0.10 eV
**Spin multiplicity**: 1